# C35H41N2O5PS2

2 unconnected molecules or ions with the total composition C35H41N2O5PS2 (ωB97M-V/def2-TZVPD, OMol25).

```
86
Properties=species:S:1:pos:R:3:forces:R:3:mulliken_charge:R:1
C -8.20415 -0.79065 4.66416 0.58 0.35 0.31 -0.8024
O -7.35086 -0.26749 5.70355 -0.14 -0.40 -0.26 -0.4314
C -6.04196 -0.00398 5.43566 0.70 0.34 -0.54 0.8439
C -5.19038 0.11622 6.55812 -0.69 -0.39 -0.62 -0.6259
C -3.86727 0.44330 6.38362 0.73 0.98 -0.49 -0.2931
C -3.38082 0.83103 5.11225 -1.22 -1.01 -0.93 -0.5559
C -2.09895 1.55207 5.00258 -0.05 1.82 0.70 -0.5468
C -2.09788 2.90394 5.21731 -0.25 -0.80 -0.23 -0.1063
S -0.78168 3.87242 5.91388 1.55 0.35 -0.63 1.7889
C 0.62458 2.81244 5.67990 0.35 -0.28 0.08 -0.2676
C 1.19669 2.13266 6.75774 -0.35 -0.22 -0.19 -0.4377
C 1.99291 1.01486 6.50032 0.15 0.05 -0.01 -0.8851
C 2.24638 0.60259 5.18986 -0.20 0.24 0.18 -0.0771
C 1.82713 1.41558 4.13379 0.01 0.14 0.02 0.4734
C 1.05084 2.54839 4.37593 -0.22 -0.23 0.02 -1.0597
O -0.59813 5.02562 5.05793 -0.24 -0.29 0.53 -0.6196
O -1.00319 4.01198 7.33461 -0.28 0.01 -0.76 -0.7133
S -3.63182 3.87819 4.86073 -1.49 0.61 0.45 1.8000
C -3.43634 5.67149 5.00809 0.21 0.32 0.07 -0.1173
C -3.14997 6.42192 3.86513 0.08 -0.03 0.06 -0.2012
C -3.13447 7.81615 3.93380 -0.09 -0.17 0.18 -0.6684
C -3.42250 8.46178 5.14245 0.14 -0.30 0.04 -0.3550
C -3.72661 7.70657 6.28102 -0.01 -0.12 -0.23 -0.7026
C -3.75465 6.30937 6.21042 0.21 -0.13 -0.08 -0.2225
O -3.91944 3.68267 3.45131 0.42 -0.39 0.85 -0.7073
O -4.59943 3.55270 5.89532 0.64 -0.18 -0.78 -0.6511
C -4.19679 0.60718 3.98353 0.60 0.23 0.59 -0.3553
C -5.51128 0.19334 4.13217 -0.87 -0.32 0.82 -0.2878
H -9.12883 -1.08252 5.16932 0.19 0.14 -0.16 0.2518
H -8.40195 -0.01432 3.91133 -0.03 -0.27 0.14 0.3014
H -7.74776 -1.67518 4.19671 -0.07 0.25 0.06 0.3443
H -5.61890 -0.02392 7.54637 0.14 -0.15 -0.15 0.4108
H -3.18001 0.51079 7.23096 -0.39 0.13 -0.12 0.4165
H -1.17351 1.01408 4.82481 0.20 0.05 0.53 0.5616
H 0.98160 2.45856 7.77428 -0.14 -0.23 -0.23 0.4948
H 2.40642 0.44694 7.33183 -0.12 0.11 -0.15 0.4138
H 2.76864 -0.33896 5.00078 -0.11 0.37 0.02 0.4262
H 2.08019 1.16140 3.10666 -0.02 0.04 0.21 0.1478
H 0.73442 3.20519 3.56553 -0.10 -0.30 0.14 0.3716
H -2.95317 5.91023 2.92629 0.01 0.10 0.20 0.3781
H -2.89524 8.39340 3.03732 -0.12 -0.18 0.33 0.3638
H -3.39266 9.55306 5.19726 -0.05 -0.38 0.00 0.3702
H -3.94805 8.20088 7.22973 0.04 -0.17 -0.34 0.3670
H -4.02379 5.70552 7.07435 0.10 0.16 -0.14 0.4157
H -3.78619 0.80849 2.99188 -0.27 0.07 0.29 0.4192
H -6.16314 0.08474 3.26127 0.32 0.00 0.29 0.3048
C 5.27688 -0.19158 3.41712 0.21 0.43 0.04 -1.2367
C 4.80671 -1.10908 2.30104 -0.12 -0.21 0.16 1.1647
C 4.21950 -0.23999 1.19216 0.32 0.19 -0.27 -1.9579
C 6.00158 -1.87984 1.74695 0.19 0.01 -0.22 -1.6691
N 3.74366 -2.01875 2.79759 0.17 0.04 0.07 0.6054
P 2.22061 -2.03308 2.03654 -0.64 0.64 0.02 -0.1305
H 1.27307 -1.36573 3.01829 0.85 -0.82 -0.09 -0.1606
N 2.04394 -3.69906 2.32025 0.09 -0.19 -0.04 0.2264
C 1.30054 -4.53847 1.35385 0.08 0.10 0.26 1.2200
C 2.19274 -5.59090 0.70511 0.05 -0.13 -0.26 -1.5127
C 0.72559 -3.62481 0.27373 -0.08 -0.22 -0.36 -1.9993
C 0.13598 -5.21748 2.05474 -0.43 -0.17 -0.12 -1.4587
C 3.01032 -4.19272 3.21844 -0.10 -0.21 0.07 1.0828
C 3.99800 -3.22142 3.49433 0.14 0.09 0.18 1.0951
C 5.07082 -3.51097 4.33895 -0.34 -0.35 0.16 -0.7602
C 5.10522 -4.77026 4.96474 -0.23 -0.21 -0.29 -0.9090
C 4.12484 -5.73682 4.68953 0.29 0.32 -0.16 -0.9387
C 3.08552 -5.46943 3.78146 0.28 0.28 0.31 -0.5753
H 5.70022 -0.73653 4.26957 -0.14 0.17 -0.20 0.1634
H 6.05643 0.44597 2.98036 -0.06 0.02 0.36 0.5283
H 4.45795 0.45198 3.76350 0.29 -0.18 -0.03 0.1706
H 3.92404 -0.83209 0.31666 0.04 0.22 0.26 0.4020
H 3.35887 0.33170 1.55566 0.07 -0.08 -0.17 0.4304
H 4.98061 0.48087 0.87688 -0.05 -0.06 0.05 0.4665
H 5.71201 -2.46316 0.86436 0.06 0.01 0.20 0.3285
H 6.76994 -1.15423 1.44255 -0.17 -0.24 0.03 0.4265
H 6.44415 -2.54463 2.49452 -0.07 0.10 -0.27 0.4035
H 2.65859 -6.24691 1.44579 -0.02 0.13 -0.26 0.3983
H 1.56974 -6.21197 0.04577 0.22 0.12 0.12 0.4153
H 2.97242 -5.11867 0.09530 -0.06 -0.10 0.16 0.3185
H 0.08536 -2.85890 0.72457 0.06 -0.01 -0.16 0.4425
H 1.50923 -3.14333 -0.32540 -0.26 -0.11 0.18 0.3703
H 0.10463 -4.22661 -0.39746 0.04 0.05 0.08 0.4727
H -0.56658 -4.46329 2.43357 0.16 -0.24 0.04 0.3569
H -0.37606 -5.81850 1.29248 -0.12 -0.02 0.34 0.4486
H 0.45065 -5.87483 2.87342 -0.12 0.21 -0.19 0.2648
H 5.87040 -2.78694 4.51167 -0.41 -0.30 0.06 0.1762
H 5.92461 -5.00771 5.64749 -0.29 0.08 -0.23 0.3816
H 4.18527 -6.72151 5.15955 -0.02 0.35 -0.15 0.3751
H 2.36420 -6.24914 3.52615 0.27 0.38 0.25 0.1988
```
Positions in Å, forces in eV/Å.

Computed properties:
Kohn-Sham gap ... 0.265 Eh
SMILES ... COc1ccc(C=C(S(=O)(=O)c2ccccc2)S(=O)(=O)c2ccccc2)cc1.CC(C)(C)N1PN(C(C)(C)C)c2ccccc21
Spin multiplicity ... 1
E_LUMO ... -0.151 eV